{
  "formula": "C34H41CeCl2I2N6OS3",
  "method": "ωB97M-V/def2-TZVPD",
  "symbols": ["Ce", "I", "I", "Cl", "Cl", "S", "S", "S", "O", "N", "N", "N", "N", "N", "N", "C", "C", "C", "C", "C", "C", "C", "C", "C", "C", "C", "C", "C", "C", "C", "C", "C", "C", "C", "C", "C", "C", "C", "C", "C", "C", "C", "C", "C", "C", "C", "C", "C", "C", "H", "H", "H", "H", "H", "H", "H", "H", "H", "H", "H", "H", "H", "H", "H", "H", "H", "H", "H", "H", "H", "H", "H", "H", "H", "H", "H", "H", "H", "H", "H", "H", "H", "H", "H", "H", "H", "H", "H", "H", "H"],
  "coordinates": [[0.254386, 0.402069, 1.162394], [1.220457, 1.387591, 4.020929], [0.952236, -0.322367, 6.177277], [-1.904558, 2.054292, 2.534071], [1.714218, 6.112973, 2.375907], [1.111369, 3.098051, 1.913971], [-0.983026, -1.498045, -1.525077], [-2.187266, -1.852921, 2.987522], [-1.016214, -0.995681, 2.446368], [2.883561, 0.143103, 1.177747], [-1.291257, 1.561664, -0.605265], [-2.040349, -0.403182, -3.701792], [1.037884, -1.852710, 0.433660], [-3.474682, -1.682855, -2.445995], [1.486923, 1.566967, -0.720416], [-3.353176, 0.562337, 0.246030], [1.497394, -4.619325, -1.533862], [-2.437758, -3.091741, 1.708136], [2.944682, -4.689737, 0.541405], [1.631946, -2.724705, -0.022382], [3.444777, 1.682454, -2.085104], [-0.825024, 6.375976, 3.188923], [-2.263707, -1.163599, -2.633322], [-1.326939, 3.377913, -2.172708], [5.620287, 0.539710, 1.451617], [3.572629, 0.877176, 0.280469], [2.807927, 1.399540, -0.879839], [-0.153140, 4.152822, 2.472869], [-1.454677, 3.737917, 2.767453], [1.355281, 2.444664, -2.937362], [-3.968200, -1.391970, -4.807042], [-0.666276, 2.378601, -1.474766], [0.141123, 5.506339, 2.700891], [-2.095396, 5.914047, 3.470113], [-2.426654, 4.579477, 3.263282], [-2.991919, -0.226265, -4.799002], [3.569819, -3.182261, -1.386775], [-2.626925, 1.605873, -0.542872], [3.566360, -0.498225, 2.138164], [-2.704934, 3.487791, -2.030717], [2.855922, -1.461501, 3.036718], [4.941748, -0.319442, 2.290970], [0.779045, 2.129772, -1.710096], [2.703872, 2.201190, -3.130255], [2.418865, -3.820059, -0.604709], [4.926311, 1.142382, 0.408112], [-3.360206, 2.562853, -1.244776], [-1.462710, -2.846698, 4.277221], [-4.560592, -1.559420, -3.418477], [-0.566600, 7.410808, 3.352684], [-3.490417, -3.363450, 1.706375], [0.708145, -5.118455, -0.974734], [-3.515303, 0.726190, -4.674074], [3.033498, -1.225647, 4.085445], [3.238535, -2.467568, 2.859563], [5.457211, -0.843713, 3.082009], [2.097120, -5.379540, -2.031087], [-5.184439, -0.699944, -3.153636], [-2.841157, 6.594500, 3.855138], [-2.668679, -0.112739, 0.761810], [-3.416263, 4.214261, 3.489154], [-3.453310, -2.306851, -5.103882], [-4.036236, 1.009311, 0.965738], [-2.190578, -3.620556, 4.516714], [-0.538099, -3.288490, 3.917378], [-4.436349, 2.573654, -1.152215], [4.498474, 1.480936, -2.205209], [3.197114, -2.572314, -2.207590], [-4.759680, -1.207390, -5.530603], [3.653021, -4.146129, 1.163186], [3.464441, -5.544089, 0.110380], [4.180814, -3.980215, -1.806404], [1.774689, -1.495120, 2.872326], [-0.779932, 4.057370, -2.806840], [-5.175742, -2.454567, -3.342700], [-1.096661, -0.069046, -3.804144], [-3.252548, 4.263132, -2.545408], [-3.546982, -2.360226, -1.706470], [-1.818276, -3.966655, 1.882576], [-3.936989, -0.051368, -0.442286], [-2.165145, -2.621209, 0.761555], [4.203852, -2.575381, -0.741100], [6.675994, 0.723773, 1.588787], [3.172086, 2.416082, -4.079598], [5.431121, 1.800730, -0.281946], [-1.292519, -2.209677, 5.140215], [2.135887, -5.068983, 1.162995], [-2.419471, -0.178671, -5.724441], [1.043028, -3.979358, -2.285962], [0.752908, 2.853772, -3.733309]],
  "atomic_forces_ev_per_a": [[-0.1, 0.3, -0.2], [-0.1, 0.0, 0.7], [0.0, 0.0, -0.1], [0.1, 0.0, 0.0], [0.1, 0.0, 0.0], [0.2, -0.8, -0.9], [0.1, 0.0, 0.2], [-0.1, -0.2, 0.0], [0.6, 0.4, -0.5], [-0.3, 0.1, 0.0], [0.3, 0.1, 0.2], [0.0, 0.0, 0.2], [0.2, 0.0, 0.1], [0.1, 0.0, -0.1], [-0.2, -0.3, 0.1], [0.0, -0.1, 0.1], [0.0, -0.1, 0.0], [0.1, 0.1, 0.1], [0.0, -0.1, 0.0], [0.0, 0.0, 0.1], [-0.1, 0.0, 0.2], [0.1, -0.1, 0.0], [0.2, 0.1, 0.1], [-0.1, -0.2, 0.1], [-0.1, 0.0, 0.0], [0.1, 0.3, -0.1], [0.2, 0.0, -0.1], [-0.5, 0.2, 0.3], [0.2, 0.1, 0.0], [0.0, 0.0, 0.3], [0.0, 0.1, 0.0], [0.2, 0.2, -0.2], [-0.2, -0.1, 0.0], [-0.1, -0.1, 0.0], [0.1, 0.2, 0.0], [-0.1, 0.0, -0.1], [0.1, 0.0, -0.1], [-0.2, 0.1, 0.0], [0.1, 0.0, 0.0], [0.1, -0.1, 0.1], [-0.1, 0.0, 0.0], [-0.1, 0.1, -0.1], [-0.1, 0.1, -0.2], [0.0, 0.0, 0.1], [-0.2, 0.1, 0.1], [-0.2, -0.3, 0.1], [0.1, -0.1, 0.1], [-0.1, 0.1, -0.1], [-0.1, 0.0, 0.0], [0.0, 0.1, 0.0], [-0.1, 0.0, 0.1], [0.0, 0.0, 0.0], [0.0, -0.1, 0.0], [0.0, 0.0, 0.0], [0.0, -0.1, 0.0], [0.0, 0.0, 0.1], [0.0, 0.0, 0.0], [0.0, -0.1, -0.1], [0.0, 0.0, 0.0], [0.0, 0.1, 0.0], [-0.1, -0.1, 0.0], [0.0, 0.0, 0.0], [0.0, 0.0, 0.0], [-0.1, 0.0, 0.0], [0.1, 0.0, -0.1], [-0.1, 0.0, 0.0], [0.0, 0.0, 0.0], [0.0, 0.0, 0.0], [0.0, 0.0, 0.0], [0.0, 0.0, 0.0], [0.0, 0.0, 0.0], [0.0, 0.0, 0.0], [0.1, 0.0, 0.0], [0.0, 0.0, 0.0], [0.0, 0.0, -0.1], [0.0, 0.0, 0.0], [0.0, 0.1, 0.0], [0.0, 0.0, 0.0], [0.1, 0.0, 0.0], [0.0, 0.0, 0.0], [0.0, 0.1, 0.0], [0.0, 0.0, 0.0], [0.0, 0.0, 0.0], [0.0, 0.0, -0.1], [0.0, 0.0, 0.0], [0.0, 0.0, 0.0], [0.0, 0.0, 0.0], [-0.1, 0.0, 0.0], [0.0, 0.0, -0.1], [0.0, 0.0, 0.0]],
  "mulliken_charge": [0.59, 0.61, -0.27, -0.10, -0.17, -0.39, 0.10, 0.38, -0.66, 1.06, 1.12, 0.10, 0.00, 0.07, 0.76, -1.82, -1.68, -0.48, -1.61, -0.28, -1.05, -0.68, -0.43, -0.94, -0.95, 0.21, 0.93, 0.52, 0.69, -1.07, -0.68, 0.21, 0.08, -0.57, -0.83, -0.64, -1.58, 0.94, 0.89, -1.15, -1.27, -1.06, 0.81, -1.21, 2.04, -1.02, -1.10, -0.86, -0.64, 0.49, 0.51, 0.34, 0.29, 0.45, 0.26, 0.60, 0.49, 0.26, 0.44, 0.02, 0.51, 0.32, 0.56, 0.46, 0.36, 0.68, 0.56, 0.37, 0.36, 0.32, 0.46, 0.46, -0.07, 0.69, 0.42, 0.21, 0.55, 0.25, 0.42, 0.43, -0.28, 0.34, 0.52, 0.49, 0.64, 0.21, 0.38, 0.41, 0.34, 0.55],
  "charge": 3,
  "e_homo_ev": [-14.99, -15.00],
  "orbital_gap_ev": [4.68, 4.69],
  "fmax_ev_per_a": 1.22
}